(1)
ORCA calculation (ωB97M-V/def2-TZVPD) on a molecular structure, C17H59NNbO12.

Cartesian coordinates (Å):
C 2.169 -0.271 -0.344
N 2.729 0.547 -1.485
C 1.668 1.011 -2.458
Nb -0.018 2.245 -1.551
C 1.421 3.504 -0.262
C 1.372 5.029 -0.861
O 2.577 5.234 -1.686
C -1.549 0.961 -2.693
C -3.095 1.764 -2.310
C -3.603 1.564 -0.662
O -4.282 0.810 -1.956
H 2.938 -1.157 -0.122
H 1.126 -0.747 -0.599
H 2.082 0.428 0.612
H 3.359 1.316 -1.169
H 1.242 0.109 -3.099
H 2.226 1.713 -3.246
H 0.134 3.409 -2.972
H -1.355 3.349 -0.943
H -0.253 1.140 -0.140
H 2.493 3.044 -0.163
H 0.916 3.539 0.817
H 1.304 5.840 -0.003
H 0.387 5.123 -1.508
H 2.579 4.497 -2.365
H -1.459 1.040 -3.857
H -1.661 -0.131 -2.280
H -3.326 2.868 -2.859
H -4.203 2.495 -0.286
H -3.161 0.692 -0.018
C -1.541 -2.930 -3.377
O -0.231 -2.397 -3.425
H -2.186 -2.348 -4.040
H -1.525 -3.971 -3.710
H -1.924 -2.869 -2.355
H 0.318 -2.933 -2.827
C -1.814 -7.293 -5.068
O -2.526 -6.147 -4.639
H -0.976 -6.977 -5.694
H -1.433 -7.833 -4.198
H -2.477 -7.939 -5.649
H -3.263 -6.459 -4.086
C -6.343 -6.768 -3.033
O -4.964 -6.845 -3.344
H -6.907 -6.606 -3.955
H -6.667 -7.705 -2.572
H -6.518 -5.933 -2.350
H -4.490 -6.990 -2.508
C 4.725 0.319 2.984
O 3.824 -0.421 2.181
H 4.388 1.357 3.032
H 4.748 -0.101 3.992
H 5.724 0.284 2.540
H 4.150 -1.337 2.157
C 7.604 2.588 1.792
O 7.755 1.696 2.880
H 7.887 2.075 0.870
H 6.562 2.908 1.723
H 8.254 3.455 1.937
H 7.497 2.179 3.684
C 5.270 6.384 0.243
O 5.449 5.398 -0.757
H 6.036 6.255 1.011
H 5.367 7.377 -0.202
H 4.281 6.270 0.695
H 4.756 5.537 -1.424
C -3.269 -2.293 0.727
O -1.890 -2.370 0.416
H -3.832 -2.131 -0.194
H -3.592 -3.230 1.189
H -3.443 -1.458 1.410
H -1.416 -2.515 1.253
C 7.711 -2.167 3.598
O 8.500 -1.796 2.483
H 7.556 -3.249 3.580
H 8.228 -1.891 4.520
H 6.743 -1.662 3.545
H 8.620 -0.832 2.526
C -5.530 2.032 3.160
O -5.351 1.046 2.160
H -4.764 1.903 3.928
H -5.433 3.025 2.715
H -6.519 1.918 3.612
H -6.044 1.186 1.493
C -8.285 0.008 5.909
O -8.055 1.381 5.650
H -7.822 -0.585 5.116
H -7.841 -0.262 6.870
H -9.360 -0.186 5.925
H -8.477 1.882 6.369

The net charge is -1. The calculation puts the largest force on an atom at 0.0998 hartree/bohr. The total energy is -46178.911 eV. Its HOMO-LUMO gap is 5.6 eV.

The net atomic charges from Löwdin, expressed in e, are: -0.2186, -0.2413, -0.4522, 1.3634, -0.4169, -0.3711, -0.1936, -0.3749, -0.2937, -0.0926, -0.2851, 0.0700, 0.0649, 0.0673, 0.0702, 0.0525, 0.0387, -0.1253, -0.1181, -0.1164, 0.0298, 0.0343, 0.1099, 0.0462, 0.0865, 0.0310, 0.0287, 0.1380, 0.0857, 0.0880, -0.1647, -0.1450, 0.0836, 0.0540, 0.0610, 0.0797, -0.1652, -0.1371, 0.0783, 0.0719, 0.0725, 0.0274, -0.1396, -0.1406, 0.0856, 0.0768, 0.0828, 0.0972, -0.1676, -0.1445, 0.0853, 0.0725, 0.0556, 0.0814, -0.1503, -0.1540, 0.0877, 0.0783, 0.0755, 0.0878, -0.1748, -0.1458, 0.0680, 0.0721, 0.0725, 0.0519, -0.1697, -0.1421, 0.0810, 0.0674, 0.0695, 0.0813, -0.1628, -0.1288, 0.0794, 0.0763, 0.0534, 0.0644, -0.1628, -0.1455, 0.0815, 0.0753, 0.0557, 0.0823, -0.1652, -0.1383, 0.0827, 0.0742, 0.0729, 0.0821

(2)
ORCA calculation (ωB97M-V/def2-TZVPD) on 13 unconnected molecules or ions with the total composition C17H60N6O13.

Cartesian coordinates (Å):
C 1.144 -1.086 2.890
C 2.613 -1.193 2.395
O 2.836 -0.436 1.215
H 0.788 -0.080 2.934
H 1.178 -1.542 3.884
H 0.577 -1.726 2.259
H 2.907 -2.183 2.169
H 3.374 -0.730 3.033
H 3.688 -0.641 0.881
C 1.497 -5.092 -1.000
C 2.893 -5.610 -1.104
O 3.543 -5.171 -2.243
H 1.453 -4.119 -0.580
H 0.854 -5.666 -0.378
H 0.958 -5.131 -1.939
H 2.809 -6.721 -1.083
H 3.526 -5.320 -0.264
H 4.480 -5.426 -2.200
C -2.283 -3.390 2.111
C -1.280 -4.525 2.457
O -0.071 -4.194 1.786
H -2.584 -3.641 1.091
H -1.914 -2.293 2.156
H -3.228 -3.488 2.622
H -1.633 -5.541 2.235
H -1.115 -4.405 3.486
H 0.558 -4.282 2.447
C -0.742 -1.034 -0.315
C 0.053 0.167 -0.745
O -0.658 1.313 -0.265
H -1.588 -1.290 -0.918
H -1.065 -0.999 0.704
H -0.082 -1.895 -0.341
H 0.154 0.258 -1.831
H 1.095 0.067 -0.417
H -0.884 1.196 0.635
C -1.052 1.793 3.533
O -1.508 1.319 2.302
N -1.700 1.660 4.614
N 0.082 2.389 3.799
H -2.575 1.093 4.546
H -1.373 1.930 5.561
H 0.765 2.252 2.992
H 0.153 3.296 4.203
C -3.741 3.007 -1.657
O -4.469 3.548 -2.597
N -2.707 2.229 -1.936
N -4.006 3.187 -0.336
H -2.476 2.064 -2.939
H -2.057 1.945 -1.254
H -4.736 3.876 0.030
H -3.686 2.492 0.372
C 2.288 3.266 1.440
O 2.707 4.454 1.945
N 2.256 2.124 2.140
N 1.552 3.263 0.361
H 2.811 2.178 3.001
H 2.163 1.229 1.779
H 1.320 4.154 -0.056
H 1.035 2.442 -0.012
C -3.942 -0.224 0.587
O -3.937 0.537 1.752
H -4.920 -0.004 0.138
H -3.989 -1.267 0.697
H -3.336 0.191 -0.175
H -3.056 0.824 2.008
C 1.535 -2.357 -2.868
O 2.199 -3.141 -3.874
H 2.058 -2.438 -1.914
H 0.515 -2.720 -2.588
H 1.287 -1.273 -3.111
H 2.449 -3.872 -3.334
C 1.038 3.529 -2.528
O 0.494 2.970 -3.671
H 0.300 4.054 -1.925
H 1.746 4.251 -2.794
H 1.639 2.821 -1.960
H -0.047 2.172 -3.433
C -1.816 -0.277 -3.638
O -1.161 0.996 -4.000
H -2.118 -0.231 -2.668
H -1.343 -1.268 -3.859
H -2.800 -0.194 -4.181
H -0.473 0.836 -4.716
C 3.164 0.666 -3.211
O 2.908 0.675 -1.849
H 4.243 0.793 -3.268
H 2.839 1.523 -3.713
H 2.834 -0.160 -3.752
H 3.722 0.454 -1.427
C -1.511 4.307 1.539
O -0.506 5.001 2.241
H -2.179 3.939 2.191
H -0.913 3.546 1.046
H -2.104 4.900 0.899
H 0.311 5.136 1.760

The net charge is 0. The calculation puts the largest force on an atom at 0.1389 hartree/bohr. The total energy is -54155.115 eV. As for the energy relative to the best compared isomer or geometry (same formula, charge and spin): 0.000 eV. Its HOMO-LUMO gap is 8.2 eV.

The net atomic charges from Löwdin, expressed in e, are: -0.0230, -0.2553, -0.1098, 0.0373, 0.0908, 0.0357, 0.0958, 0.1156, 0.0767, -0.0863, -0.3339, -0.0697, 0.0419, 0.0636, 0.0906, 0.1218, 0.1133, 0.1122, -0.0796, -0.2762, -0.0750, 0.0680, 0.0914, 0.0626, 0.1195, 0.0860, 0.0401, -0.0672, -0.2588, -0.1201, 0.0623, 0.0412, 0.0679, 0.0931, 0.0816, 0.0003, -0.5788, -0.1253, 0.1862, 0.1675, 0.1556, 0.1558, 0.0727, 0.1188, -0.6386, -0.0798, 0.1806, 0.1405, 0.1110, 0.0372, 0.1498, 0.0873, -0.5783, -0.0990, 0.1453, 0.1762, 0.1463, 0.0368, 0.1100, 0.0935, -0.1798, -0.1284, 0.0914, 0.0549, 0.0421, -0.0147, -0.1780, -0.0898, 0.0711, 0.0715, 0.0700, 0.0016, -0.1955, -0.1143, 0.0826, 0.0697, 0.0477, 0.0361, -0.0884, -0.1864, 0.0021, 0.1013, 0.1079, 0.1358, -0.1435, -0.1048, 0.0974, 0.0601, 0.0466, 0.0648, -0.1505, -0.1126, 0.0353, 0.0597, 0.0657, 0.0454

(3)
ORCA calculation (ωB97M-V/def2-TZVPD) on 14 unconnected molecules or ions with the total composition C17H62O17.

Cartesian coordinates (Å):
C 0.319 -0.303 2.460
O -0.967 -0.170 1.879
C -1.456 1.143 1.936
C -0.691 2.237 1.181
O -0.792 2.168 -0.225
C -0.297 0.980 -0.822
H 0.242 -0.021 3.520
H 1.083 0.286 1.964
H 0.589 -1.353 2.433
H -1.503 1.465 2.990
H -2.488 1.153 1.577
H 0.346 2.237 1.542
H -1.083 3.200 1.515
H -0.307 1.196 -1.892
H -0.937 0.108 -0.676
H 0.725 0.712 -0.543
C -1.572 -3.400 -0.533
O -1.734 -2.563 -1.686
C -2.895 -1.763 -1.616
C -3.001 -0.903 -2.856
O -3.202 -1.615 -4.054
C -4.459 -2.233 -4.137
H -2.525 -3.807 -0.198
H -1.114 -2.816 0.271
H -0.939 -4.237 -0.818
H -2.841 -1.121 -0.727
H -3.779 -2.407 -1.534
H -2.066 -0.352 -2.989
H -3.780 -0.144 -2.697
H -5.264 -1.541 -3.829
H -4.552 -3.112 -3.495
H -4.730 -2.472 -5.164
C 4.738 -0.311 -5.923
O 4.319 -1.095 -4.830
C 3.749 -0.363 -3.757
C 2.497 0.440 -4.051
O 1.422 -0.449 -4.300
C 0.354 0.171 -5.004
H 5.714 0.150 -5.742
H 4.006 0.454 -6.200
H 4.798 -0.966 -6.792
H 4.506 0.296 -3.309
H 3.500 -1.126 -3.018
H 2.628 1.139 -4.878
H 2.300 0.958 -3.102
H -0.098 0.944 -4.366
H -0.412 -0.576 -5.196
H 0.739 0.641 -5.910
O 0.949 -1.707 -1.779
H 0.850 -1.426 -2.699
H 0.049 -1.875 -1.469
O 3.281 -4.033 2.126
H 3.384 -3.307 1.489
H 2.537 -3.767 2.673
O 3.787 0.957 -0.262
H 3.609 1.600 0.433
H 4.676 1.168 -0.566
O -1.408 4.488 4.218
H -1.679 5.270 4.709
H -2.223 3.994 4.086
O 1.827 -0.750 5.674
H 2.155 -1.197 6.459
H 1.038 -1.245 5.413
O 3.142 -1.882 -0.019
H 3.461 -0.984 -0.187
H 2.414 -2.006 -0.652
C -3.779 3.503 -0.089
O -5.158 3.295 -0.353
H -3.271 2.613 0.278
H -3.241 3.857 -0.974
H -3.650 4.284 0.662
H -5.243 2.414 -0.725
C 1.222 5.538 0.424
O 2.624 5.441 0.593
H 0.620 5.209 1.282
H 0.888 6.560 0.220
H 0.885 4.899 -0.392
H 2.874 6.197 1.131
C -1.271 -2.727 4.066
O -0.413 -2.549 5.191
H -0.829 -3.367 3.294
H -2.224 -3.192 4.324
H -1.460 -1.747 3.639
H -0.574 -3.240 5.838
C 3.942 0.868 3.574
O 3.840 1.118 4.959
H 2.955 0.919 3.097
H 4.534 1.656 3.104
H 4.383 -0.110 3.365
H 3.130 0.548 5.285
C -3.553 -2.327 1.973
O -3.329 -3.744 2.016
H -3.745 -1.981 2.990
H -2.626 -1.844 1.669
H -4.316 -2.113 1.225
H -4.157 -4.145 2.295

The net charge is 0. The calculation puts the largest force on an atom at 0.0228 hartree/bohr. The total energy is -53436.724 eV. As for the energy relative to the best compared isomer or geometry (same formula, charge and spin): 0.000 eV. Its HOMO-LUMO gap is 9.7 eV.

The net atomic charges from Löwdin, expressed in e, are: -0.0831, -0.2236, -0.2032, -0.2097, -0.1764, -0.0821, 0.0957, 0.0665, 0.0921, 0.1288, 0.1160, 0.1205, 0.1126, 0.0820, 0.0667, 0.0868, -0.0661, -0.2032, -0.2155, -0.1995, -0.1625, -0.1172, 0.0756, 0.0882, 0.1038, 0.1136, 0.1207, 0.1109, 0.1270, 0.0918, 0.0845, 0.0892, -0.1098, -0.1663, -0.1902, -0.2010, -0.2105, -0.0805, 0.0892, 0.0737, 0.0902, 0.1249, 0.1243, 0.1101, 0.1263, 0.0812, 0.0911, 0.0896, -0.0436, 0.0349, 0.0130, -0.0723, -0.0060, 0.0110, -0.0435, 0.0458, 0.0567, -0.0594, 0.0350, 0.0261, -0.0483, 0.0580, 0.0046, -0.0750, -0.0095, 0.0000, -0.1592, -0.1100, 0.0440, 0.0834, 0.0813, 0.0668, -0.1742, -0.1117, 0.0670, 0.0780, 0.0754, 0.0735, -0.1412, -0.1187, 0.0919, 0.0808, 0.0526, 0.0893, -0.1729, -0.1258, 0.0547, 0.0733, 0.0845, 0.0188, -0.1532, -0.1399, 0.0814, 0.0429, 0.0827, 0.0839

(4)
ORCA calculation (ωB97M-V/def2-TZVPD) on 19 unconnected molecules or ions with the total composition C17H65I2N2O24.

Cartesian coordinates (Å):
C 2.944 -0.912 4.026
C 2.042 -0.110 2.868
O 1.173 -1.097 2.242
C 0.957 -0.897 0.800
N 2.216 -1.094 -0.052
C 2.095 -2.300 -1.011
C 2.107 -3.753 -0.174
C 3.585 -4.151 0.411
O 3.390 -5.259 1.369
C 2.905 -4.785 2.674
C 2.774 0.147 -0.671
N 2.842 0.133 -2.214
C 4.149 0.096 -2.634
O 5.370 -0.161 -3.142
C 2.127 1.571 -0.265
O 0.889 1.621 0.464
C 0.055 0.414 0.397
C -1.063 0.658 1.619
C -1.981 -0.630 1.984
C -2.141 -0.691 3.647
O -1.264 -1.397 4.386
O -3.254 0.024 4.320
C -0.601 0.390 -1.100
I -1.903 -1.296 -1.584
C -1.482 1.755 -1.481
C -0.567 2.993 -2.046
I -2.713 1.117 -3.235
H 3.391 -0.101 4.778
H 2.229 -1.625 4.619
H 3.816 -1.498 3.465
H 1.500 0.755 3.451
H 2.860 0.343 2.127
H 0.260 -1.821 0.493
H 2.947 -1.447 0.639
H 3.060 -2.411 -1.705
H 1.107 -2.248 -1.665
H 1.844 -4.567 -1.000
H 1.233 -3.791 0.605
H 4.304 -4.543 -0.452
H 4.162 -3.253 0.928
H 3.727 -4.298 3.360
H 2.008 -4.034 2.630
H 2.496 -5.747 3.250
H 3.928 0.198 -0.360
H 2.939 2.176 0.368
H 1.992 2.225 -1.255
H -0.505 0.978 2.626
H -1.791 1.560 1.388
H -1.573 -1.675 1.660
H -3.100 -0.573 1.577
H -3.147 -0.030 5.326
H 0.250 0.371 -1.937
H -2.272 2.044 -0.672
H 0.333 2.662 -2.739
H -1.275 3.649 -2.748
H -0.250 3.673 -1.148
O 1.858 -2.906 -4.064
H 2.403 -3.480 -4.622
H 2.476 -2.229 -3.750
O -0.197 -5.741 0.294
H -0.757 -5.910 1.066
H -0.409 -6.467 -0.312
O -5.965 2.611 -3.539
H -5.103 2.261 -3.266
H -6.495 2.587 -2.729
O -2.587 4.207 -0.478
H -3.094 5.028 -0.393
H -1.804 4.357 0.073
O -5.432 5.322 -2.724
H -5.690 4.510 -3.185
H -6.263 5.812 -2.632
O -7.567 3.103 -0.930
H -6.895 3.261 -0.250
H -8.321 3.639 -0.643
O -6.049 -0.125 6.066
H -5.201 -0.148 5.598
H -6.214 0.819 6.208
O -8.294 4.527 -4.423
H -8.758 4.597 -3.575
H -7.612 3.858 -4.262
O -2.931 6.231 0.989
H -2.259 6.389 1.669
H -3.685 6.768 1.276
O 3.292 4.194 -0.500
H 3.476 3.924 -1.412
H 4.156 4.146 -0.063
O 5.735 -2.111 -0.008
H 5.782 -2.127 -0.976
H 6.607 -2.428 0.274
O 7.169 -3.226 2.195
H 6.704 -3.157 3.042
H 7.851 -3.895 2.356
O -1.731 -6.119 2.942
H -1.059 -5.961 3.622
H -2.485 -5.583 3.229
O 5.504 -6.978 0.570
H 5.091 -7.441 -0.174
H 4.830 -6.342 0.852
O -0.815 2.943 4.544
H -0.565 2.797 5.468
H -1.195 2.096 4.268
O 7.604 -2.130 -4.225
H 7.191 -2.593 -4.970
H 6.930 -1.493 -3.943
O -6.931 3.868 -7.162
H -7.396 3.938 -6.314
H -6.249 3.200 -7.001
O -3.001 6.378 -4.481
H -3.561 6.209 -3.709
H -3.213 5.652 -5.087

The net charge is +1. The calculation puts the largest force on an atom at 0.2179 hartree/bohr. The total energy is -86986.938 eV. Its HOMO-LUMO gap is 6.5 eV.

Löwdin atomic charge list, values in e, 99 entries: -0.0738, -0.2107, -0.1223, -0.1774, 0.0066, -0.1026, -0.1080, -0.1860, -0.2701, -0.0939, -0.2212, 0.1116, -0.0204, 0.0447, -0.1368, -0.1213, -0.3196, -0.0632, -0.1048, -0.2555, -0.0391, -0.0157, -0.6257, 0.8192, -0.6653, -0.1901, 0.8317, 0.1019, 0.0928, 0.0778, 0.1355, 0.1331, 0.1379, 0.1770, 0.1382, 0.1123, 0.1465, 0.1003, 0.1539, 0.1062, 0.0996, 0.0887, 0.1255, 0.1772, 0.1445, 0.1234, 0.1128, 0.1446, 0.1051, 0.1323, 0.1335, 0.0973, 0.0717, 0.0944, 0.0802, 0.0864, -0.0551, 0.0556, 0.0000, -0.0676, 0.0014, 0.0529, -0.0953, -0.0902, 0.0191, -0.0979, 0.0228, 0.0351, -0.0615, -0.0116, 0.0466, -0.0498, 0.0558, 0.0562, -0.0535, -0.0062, 0.0451, -0.0456, 0.0472, 0.0002, -0.0495, 0.0679, 0.0689, -0.0655, 0.0473, 0.0558, -0.0807, 0.0382, 0.0357, -0.0517, 0.0471, 0.0625, -0.0503, 0.0520, 0.0551, -0.0688, 0.0403, -0.0189, -0.0559

We obtain LUMO values of 1.97 -0.28 0.16 -3.87 eV for the records listed above, in that order.